112
Properties=species:S:1:pos:R:3:forces:R:3 method="wB97M-V/def2-TZVPD" e_tot_ha=-5000.01367 de_lowest_ev=2.042 lumo_ev="-7.683 / -7.698" charge=+2 gap_ev="4.87 / 4.85"
W -0.65137 -0.53462 -1.06476 -0.8723 1.5025 -0.1394
C 1.07481 2.70683 -1.96184 -0.0848 0.0526 -0.3970
C -0.29241 3.18251 -2.46943 -0.0319 0.0713 -0.0953
C -1.44249 2.41393 -1.82512 0.0808 -0.1495 -0.3350
N -1.46040 0.99207 -2.23747 0.7977 -0.5557 1.6513
C -1.99842 0.71287 -3.43950 -0.7597 0.4311 -1.6607
C -2.67247 1.67443 -4.21133 0.5618 -0.5928 0.7653
C -3.28128 1.59487 -5.46020 -0.1578 -0.4192 -0.7183
C -3.26181 0.57491 -6.38695 -0.0509 0.3770 0.2205
C -2.62793 -0.67017 -6.24648 -0.0816 0.0752 0.0415
C -2.03951 -1.20448 -5.13922 -0.0124 0.0919 0.0947
C -1.86478 -0.68127 -3.81645 -0.0153 0.3036 -0.7005
N -1.49025 -1.45828 -2.84230 0.1538 -0.4700 0.4762
C -1.62819 -2.91391 -3.03874 0.0941 0.1862 -0.1069
C -1.67087 -3.69242 -1.74914 -0.0997 0.0220 -0.0622
C -0.29933 -3.71130 -1.13345 0.1583 -0.0698 0.0669
N 0.30908 -2.37980 -1.21083 -0.2506 -0.0225 0.0357
C 1.63804 -2.34540 -1.48279 -0.1624 0.0479 -0.0328
C 2.47906 -3.36139 -1.04140 0.1597 -0.2793 0.1531
C 3.81574 -3.61356 -1.29635 -0.1373 -0.1169 0.0744
C 4.68083 -2.94443 -2.14213 0.0980 0.0472 -0.0520
C 4.38040 -1.81734 -2.88119 0.0393 0.0900 -0.0041
C 3.22152 -1.05084 -2.91824 0.1153 0.0123 0.0143
C 1.99473 -1.20805 -2.26937 0.3106 0.1706 -0.2009
N 0.97201 -0.32749 -2.41800 -0.3045 0.2696 0.5969
C 1.14873 0.69347 -3.45921 -0.1296 -0.1331 -0.1769
C 1.87631 1.95080 -3.00392 0.0990 -0.0262 0.1016
H 0.93369 2.05135 -1.10812 -0.0715 -0.1706 0.3401
H 1.65490 3.53469 -1.56524 0.0612 0.1030 -0.0435
H -0.37304 3.10511 -3.56160 0.1113 0.0810 0.0977
H -0.43506 4.23777 -2.22542 -0.0471 -0.0280 -0.0132
H -2.40203 2.86917 -2.03677 -0.2140 0.0315 0.0186
H -1.30854 2.46292 -0.77012 0.2288 -0.0314 0.2644
H -2.77613 2.64640 -3.76252 0.0321 0.0795 0.0298
H -3.80660 2.49424 -5.76009 0.0131 -0.0213 -0.0086
H -3.75589 0.76629 -7.33228 0.0218 -0.0143 0.0408
H -2.62349 -1.30600 -7.12486 -0.0147 0.0390 0.0076
H -1.63018 -2.19398 -5.28414 0.0188 0.0248 0.0091
H -0.78853 -3.26995 -3.64419 0.0280 -0.0608 -0.0756
H -2.54537 -3.08742 -3.59526 -0.1005 -0.0063 -0.0650
H -1.98467 -4.71438 -1.96088 0.0135 -0.0187 -0.0198
H -2.41445 -3.26578 -1.09120 -0.1041 -0.0386 0.1119
H 0.32476 -4.37849 -1.72782 0.0621 -0.1005 -0.0426
H -0.32253 -4.09833 -0.11826 0.0247 -0.0345 0.1629
H 2.01016 -4.05714 -0.35613 0.0311 0.0119 -0.0057
H 4.22704 -4.47058 -0.77462 -0.0150 0.0130 -0.0120
H 5.68562 -3.33975 -2.23357 -0.0444 0.0152 -0.0021
H 5.18145 -1.44286 -3.50973 -0.0235 -0.0003 0.0186
H 3.30980 -0.18078 -3.54882 0.0299 -0.0226 -0.0033
H 0.17710 0.97447 -3.83257 -0.0741 0.0498 -0.1009
H 1.64513 0.23364 -4.31113 0.0382 -0.0343 -0.0920
H 2.04141 2.57402 -3.88915 0.0128 -0.0292 0.0433
H 2.85703 1.70373 -2.58871 0.0010 0.0098 -0.0366
Cl -1.25970 -2.08795 1.23079 0.1000 0.1360 0.2221
C -2.93894 -2.53854 1.28694 0.0365 -0.0689 0.0003
C -3.34820 -3.42783 2.26160 -0.0398 -0.0918 0.0629
C -4.69428 -3.75388 2.32096 -0.0032 -0.0770 0.1018
C -5.58506 -3.19511 1.41653 -0.1242 -0.0808 0.0305
C -5.13713 -2.31300 0.44930 -0.1715 -0.0286 -0.0356
Cl -6.27871 -1.63146 -0.65570 0.0492 -0.0139 0.0316
C -3.78879 -1.95594 0.35609 -0.0543 0.2212 0.0873
S -3.26837 -0.81303 -0.86254 0.6081 -0.2871 0.1492
H -2.63188 -3.84853 2.95929 -0.0789 0.0472 -0.0827
H -5.05125 -4.44553 3.07554 0.0352 0.0713 -0.0802
H -6.63963 -3.44418 1.45344 0.1057 0.0332 -0.0023
S 1.38503 2.88544 1.47017 0.8786 0.0345 -0.0887
P 2.09735 1.09647 1.76810 -0.1008 0.1896 0.0054
S 1.31116 -0.52493 0.69296 0.0285 -0.4518 -0.4084
C 3.88542 1.01229 1.48058 0.1575 -0.0245 -0.0549
C 4.48627 0.27013 0.47220 0.1398 0.0472 0.0334
C 5.86993 0.30692 0.31201 -0.0984 -0.0130 -0.0083
C 6.65131 1.07716 1.16015 -0.0171 -0.0314 -0.0283
C 6.05239 1.81882 2.17212 -0.0726 0.0077 0.0238
C 4.67633 1.78927 2.33318 0.0153 -0.0113 -0.0508
C 1.94340 0.56101 3.49297 0.1311 -0.0385 0.2340
C 1.56095 1.48151 4.46440 0.1391 -0.1316 0.1811
C 1.55998 1.11241 5.80792 0.0072 0.0590 -0.1259
C 1.94142 -0.16958 6.17765 0.0225 -0.0135 -0.0094
C 2.32144 -1.09299 5.20797 -0.0017 0.0147 -0.0464
C 2.32596 -0.73050 3.86889 -0.0363 0.0614 0.0123
H 3.87440 -0.34071 -0.17598 -0.0140 -0.0571 -0.0705
H 6.34066 -0.27083 -0.47592 -0.0500 0.0165 0.0413
H 7.72793 1.09926 1.03715 -0.0735 0.0029 0.0028
H 6.65954 2.42243 2.83591 -0.0436 -0.0334 -0.0325
H 4.21391 2.37874 3.11678 0.0088 -0.0139 -0.0096
H 1.27882 2.48404 4.16370 0.0222 -0.0187 0.0312
H 1.27227 1.83220 6.56514 0.0132 -0.0258 -0.0409
H 1.94941 -0.45125 7.22442 0.0029 0.0181 -0.0659
H 2.62651 -2.09162 5.50042 -0.0267 0.0766 -0.0332
H 2.63489 -1.44692 3.11374 0.0030 0.0471 0.0668
C -1.62260 4.87162 3.34701 0.0445 0.0609 -0.0418
C -2.51120 3.85245 2.63536 0.0030 0.0041 -0.1439
C -1.65765 3.04126 1.65085 -0.5281 0.1255 0.3110
S -2.40026 1.49456 1.12671 -0.2980 0.1156 -0.2111
O -1.15867 0.77560 0.49137 0.5608 -0.3280 -0.4141
C -2.62237 0.69281 2.70400 -0.0428 -0.0850 0.0438
C -1.40967 0.67101 3.63313 -0.1116 -0.1208 -0.0193
C -1.35738 -0.62517 4.44609 -0.0600 0.0424 0.0815
H -2.21725 5.50724 4.00497 0.0543 -0.0553 -0.0442
H -1.10447 5.51739 2.63102 -0.0709 -0.0683 0.0739
H -0.86207 4.36637 3.94774 -0.0378 0.0407 -0.0239
H -3.31296 4.36473 2.10101 -0.0398 -0.0359 0.0073
H -2.98730 3.21195 3.37712 0.0369 0.0061 0.0461
H -0.66703 2.79028 2.03852 -0.4362 -0.0346 0.0825
H -1.50586 3.61226 0.73586 0.0725 0.0518 0.0312
H -2.98131 -0.30647 2.46424 -0.0355 -0.0364 -0.0668
H -3.48199 1.23626 3.10585 -0.0156 -0.1075 0.1136
H -1.45215 1.52614 4.31114 0.0110 0.0404 -0.0751
H -0.49003 0.77604 3.05326 -0.1877 -0.0647 0.0106
H -2.34363 -0.89101 4.84411 0.1205 0.0621 -0.0420
H -0.67856 -0.51313 5.29070 -0.0042 -0.0093 -0.0421
H -0.99174 -1.45626 3.84005 -0.0703 0.0616 0.0452